1.
A structure of composition C16H18N5O2RuS. Source: the Open Molecules 2025 dataset; level of theory: the ωB97M-V functional and the def2-TZVPD basis.

Last column: Löwdin spin population.
Positions of all 43 atoms, in Å:
Ru 0.738 1.243 1.135  2.39
N 0.876 2.379 2.932  0.04
C 1.289 3.828 2.796  0.02
C 2.636 3.949 2.090  0.01
C 2.557 3.460 0.669  0.02
O 2.666 4.055 -0.340  0.01
O 2.311 2.048 0.610  0.26
H 0.011 2.339 3.469  0.01
H 1.567 1.913 3.520  0.00
H 1.350 4.255 3.795  0.00
H 0.505 4.349 2.250  0.00
H 3.400 3.383 2.628  0.00
H 2.941 4.993 2.072  0.00
N 3.090 0.023 -1.385  0.06
C 2.078 -0.751 -1.132  0.05
S 1.454 -0.922 0.491  0.12
N 1.498 -1.397 -2.200  0.12
C 0.641 -2.480 -2.237  0.22
C 0.573 -3.463 -1.209  0.06
C -0.335 -4.469 -1.326  0.08
C -1.201 -4.531 -2.456  0.31
C -1.082 -3.591 -3.511  0.06
C -0.166 -2.594 -3.413  0.07
H 3.447 0.627 -0.653  0.00
H 3.525 0.098 -2.300  0.00
H 1.687 -0.978 -3.106  0.00
H 1.262 -3.444 -0.377  0.00
H -0.395 -5.246 -0.575  0.00
H -1.931 -5.328 -2.524  0.01
H -1.725 -3.670 -4.377  0.00
H -0.065 -1.856 -4.202  0.00
N -3.339 -2.770 -1.165  0.01
C -3.317 -1.843 -0.486  0.00
C -3.085 -0.643 0.274  0.00
C -4.059 0.230 0.748  0.02
C -3.633 1.356 1.443  0.00
C -2.284 1.574 1.630  0.01
N -1.336 0.725 1.171  0.02
C -1.752 -0.366 0.508  0.02
H -5.112 0.037 0.587  0.00
H -4.345 2.069 1.837  0.00
H -1.947 2.460 2.151  0.00
H -0.996 -1.054 0.169  0.00

The calculation puts the HOMO-LUMO gap (spin up / spin down) at 8.4 / 6.4 eV. The multiplicity is 5. The calculation puts the energy above the lowest of the compared OMol25 structures with the same formula, charge and spin at 0.124 eV. As for the total charge: +3. The expectation value of S² is 6.034. The value obtained for the maximum force is 0.40 eV/A.



2.
The molecule C4H10N2S in a non-equilibrium geometry. Source: the Open Molecules 2025 dataset; level of theory: the ωB97M-V functional and the def2-TZVPD basis.

Last column: natural (NBO) charge in e.
Positions of all 17 atoms, in Å:
C -2.213 -0.467 -0.469  -0.61
C -1.085 -0.852 0.494  -0.45
C 0.278 -0.429 0.159  0.26
C 0.453 1.046 -0.393  -0.29
H -2.332 0.637 -0.503  0.20
H -2.080 -0.864 -1.485  0.21
H -3.131 -0.896 -0.014  0.22
H -1.052 -1.968 0.634  0.23
H -1.218 -0.381 1.490  0.21
H -0.546 1.566 -0.215  0.17
H 0.677 1.005 -1.437  0.21
H 1.842 2.523 0.025  0.37
H 1.461 1.597 1.356  0.36
H 3.356 -1.993 0.120  0.10
N 1.586 1.600 0.310  -0.83
N 1.195 -1.314 0.198  -0.54
S 2.809 -0.811 -0.271  0.15

The calculation puts the HOMO-LUMO gap at 9.2 eV. The multiplicity is 1. The calculation puts the energy above the lowest of the compared OMol25 structures with the same formula, charge and spin at 1.225 eV. As for the total charge: 0. Its SMILES is CC/C(CN)=N/S. The value obtained for the maximum force is 2.78 eV/A.



3.
A structure of composition C55H114F3HgN6O9S in a non-equilibrium geometry. Source: the Open Molecules 2025 dataset; level of theory: the ωB97M-V functional and the def2-TZVPD basis.

Last column: Löwdin charge in e.
Positions of all 189 atoms, in Å:
Hg -2.521 2.060 -1.347  1.39
C 0.257 0.024 1.484  -0.59
F 1.648 0.000 1.721  0.11
F -0.346 -1.115 1.521  0.18
F -0.425 0.721 2.381  0.14
S -0.111 0.807 -0.188  0.58
O -0.671 2.153 0.007  -0.39
O 1.044 0.679 -1.083  -0.26
O -1.235 0.086 -0.781  -0.37
C -2.886 1.229 -4.710  -0.01
C -1.954 2.539 -5.061  -0.40
C -2.709 3.666 -5.799  -0.13
C -2.030 4.982 -5.880  -0.21
C -1.612 5.483 -4.519  -0.11
C -0.752 4.414 -3.790  -0.49
N -1.489 3.131 -3.736  -0.12
O -0.892 2.149 -2.982  -0.13
C 0.582 4.234 -4.473  -0.01
C -0.673 4.893 -2.342  -0.02
C -0.828 1.986 -5.957  -0.03
H -2.468 0.447 -4.076  0.07
H -3.267 0.730 -5.601  0.08
H -3.795 1.575 -4.217  0.06
H -2.842 3.258 -6.801  0.13
H -3.603 3.934 -5.237  0.13
H -2.691 5.685 -6.387  0.12
H -1.199 4.998 -6.584  0.11
H -2.541 5.622 -3.966  0.13
H -1.018 6.384 -4.671  0.14
H 1.123 3.318 -4.233  0.06
H 0.663 4.352 -5.553  0.09
H 1.298 4.841 -3.919  0.10
H -1.630 4.679 -1.865  0.05
H 0.061 4.261 -1.842  0.09
H -0.366 5.938 -2.337  0.11
H -0.048 1.396 -5.475  0.07
H -0.274 2.781 -6.458  0.07
H -1.273 1.469 -6.807  0.10
H -0.203 1.715 -3.490  0.08
C 2.378 -1.259 -5.974  -0.04
C 2.838 -1.236 -4.531  -0.45
C 4.286 -1.861 -4.442  -0.10
C 5.413 -0.867 -4.966  -0.13
C 5.258 0.502 -4.199  -0.12
C 3.860 1.166 -4.317  -0.49
N 2.928 0.145 -3.921  -0.09
O 1.680 0.686 -3.585  -0.08
C 3.963 2.317 -3.251  -0.03
C 3.465 1.873 -5.683  0.00
C 1.802 -2.058 -3.629  -0.02
H 1.465 -0.666 -5.918  0.07
H 2.034 -2.235 -6.315  0.09
H 3.098 -0.812 -6.660  0.07
H 4.389 -2.047 -3.373  0.09
H 4.233 -2.807 -4.981  0.11
H 5.417 -0.701 -6.043  0.09
H 6.398 -1.292 -4.775  0.10
H 5.862 1.209 -4.768  0.11
H 5.742 0.436 -3.225  0.11
H 4.590 3.148 -3.576  0.08
H 2.957 2.714 -3.117  0.05
H 4.296 1.882 -2.309  0.08
H 3.904 1.187 -6.407  0.06
H 2.378 1.887 -5.764  0.06
H 3.887 2.875 -5.756  0.08
H 0.752 -1.813 -3.787  0.08
H 2.087 -2.011 -2.578  0.06
H 2.014 -3.121 -3.745  0.08
H 1.482 0.454 -2.675  0.02
C -2.927 -2.640 -0.609  -0.06
C -2.535 -4.077 -0.882  -0.48
C -2.724 -4.887 0.398  -0.12
C -2.978 -6.426 0.295  -0.15
C -4.165 -6.659 -0.682  -0.17
C -3.898 -5.955 -2.017  -0.48
N -3.571 -4.574 -1.800  -0.17
O -3.714 -3.856 -2.894  0.00
C -2.870 -6.745 -2.853  -0.02
C -5.318 -6.126 -2.698  -0.03
C -1.029 -4.132 -1.306  -0.01
H -3.949 -2.513 -0.251  0.09
H -2.933 -1.872 -1.383  0.07
H -2.148 -2.282 0.064  0.06
H -1.811 -4.829 0.989  0.11
H -3.529 -4.415 0.961  0.11
H -3.177 -6.976 1.214  0.11
H -2.167 -6.969 -0.190  0.10
H -5.022 -6.322 -0.099  0.12
H -4.403 -7.702 -0.890  0.11
H -2.862 -7.790 -2.543  0.08
H -3.045 -6.886 -3.920  0.08
H -1.833 -6.409 -2.836  0.07
H -5.244 -5.781 -3.729  0.07
H -5.763 -7.121 -2.721  0.09
H -6.019 -5.485 -2.164  0.08
H -0.740 -5.176 -1.181  0.07
H -0.349 -3.501 -0.733  0.06
H -0.953 -3.811 -2.345  0.08
H -4.512 -3.333 -2.789  0.11
C -4.475 5.012 2.343  -0.01
C -3.212 4.172 2.001  -0.47
C -2.417 4.029 3.317  -0.13
C -2.986 3.049 4.347  -0.19
C -3.308 1.695 3.864  -0.12
C -4.047 1.712 2.458  -0.42
N -3.541 2.817 1.557  -0.10
O -4.182 2.856 0.297  -0.08
C -3.760 0.346 1.820  -0.04
C -5.599 1.877 2.679  -0.01
C -2.213 4.945 1.025  -0.02
H -5.052 4.517 3.124  0.07
H -4.146 6.022 2.589  0.10
H -5.106 5.053 1.455  0.08
H -1.396 3.748 3.061  0.11
H -2.273 4.958 3.869  0.13
H -2.159 2.957 5.051  0.09
H -3.839 3.574 4.776  0.11
H -4.043 1.224 4.516  0.12
H -2.484 0.985 3.930  0.10
H -3.853 -0.431 2.579  0.11
H -2.862 0.445 1.211  0.04
H -4.378 0.056 0.970  0.08
H -5.791 2.482 3.565  0.08
H -6.082 0.914 2.844  0.09
H -6.087 2.429 1.876  0.07
H -1.355 4.307 0.816  0.06
H -2.716 5.297 0.124  0.07
H -1.832 5.849 1.501  0.09
H -5.050 3.148 0.584  0.08
C 3.361 -4.267 -0.940  -0.03
C 3.602 -3.869 0.514  -0.40
C 4.053 -5.180 1.229  -0.15
C 5.416 -5.777 0.893  -0.21
C 6.468 -4.739 1.058  -0.13
C 6.142 -3.290 0.462  -0.46
N 4.718 -2.835 0.645  -0.17
O 4.388 -1.570 0.295  -0.01
C 6.975 -2.263 1.309  -0.03
C 6.466 -3.223 -0.986  -0.05
C 2.268 -3.305 1.249  -0.01
H 2.294 -4.295 -1.161  0.06
H 3.667 -5.299 -1.113  0.08
H 3.575 -3.513 -1.698  0.06
H 4.160 -5.045 2.305  0.12
H 3.219 -5.881 1.251  0.12
H 5.530 -6.004 -0.167  0.10
H 5.663 -6.726 1.367  0.12
H 7.360 -5.103 0.548  0.12
H 6.638 -4.599 2.126  0.11
H 8.023 -2.563 1.342  0.08
H 6.854 -1.263 0.894  0.07
H 6.651 -2.169 2.346  0.08
H 6.081 -2.298 -1.415  0.07
H 7.546 -3.151 -1.116  0.09
H 6.059 -4.008 -1.623  0.08
H 1.606 -4.099 1.593  0.07
H 1.702 -2.705 0.537  0.05
H 2.550 -2.702 2.113  0.07
H 4.432 -1.096 1.128  0.10
C -2.178 3.937 8.102  -0.02
C -1.050 2.866 8.085  -0.50
C -1.676 1.520 7.892  -0.15
C -0.749 0.369 7.513  -0.18
C 0.056 0.744 6.282  -0.13
C 0.841 2.123 6.400  -0.46
N -0.138 3.120 6.937  -0.14
O 0.306 4.394 6.811  -0.01
C 2.050 1.929 7.393  0.00
C 1.275 2.380 4.996  -0.05
C -0.281 2.829 9.384  -0.03
H -1.701 4.911 8.209  0.08
H -2.949 3.896 8.872  0.09
H -2.859 4.064 7.260  0.07
H -2.151 1.258 8.838  0.13
H -2.451 1.573 7.127  0.11
H -1.242 -0.601 7.441  0.11
H -0.086 0.118 8.342  0.10
H -0.507 0.761 5.349  0.09
H 0.784 -0.049 6.114  0.12
H 2.160 2.862 7.946  0.07
H 1.832 1.143 8.116  0.07
H 2.979 1.731 6.859  0.08
H 1.659 3.400 5.001  0.09
H 2.088 1.777 4.591  0.09
H 0.411 2.372 4.331  0.06
H 0.097 1.844 9.661  0.08
H -0.902 3.199 10.200  0.09
H 0.556 3.527 9.405  0.09
H -0.381 4.854 6.324  0.10

The calculation puts the HOMO-LUMO gap at 3.3 eV. The multiplicity is 1. The calculation puts the energy above the lowest of the compared OMol25 structures with the same formula, charge and spin at 3.586 eV. As for the total charge: +1. The value obtained for the maximum force is 5.44 eV/A.



4.
A cluster of 2 separate species, C5H14 in total in a non-equilibrium geometry. Source: the Open Molecules 2025 dataset; level of theory: the ωB97M-V functional and the def2-TZVPD basis.

Last column: Löwdin spin population.
Positions of all 19 atoms, in Å:
C 1.047 1.709 1.660  0.07
C -0.470 1.912 1.436  0.17
H 1.203 1.067 2.532  0.02
H 1.330 1.062 0.812  0.00
H 1.625 2.616 1.752  0.01
H -0.857 2.822 1.920  0.02
H -0.985 1.032 1.783  0.04
H -0.735 1.958 0.373  0.04
C -0.047 -1.626 -1.662  0.07
C -1.333 -1.751 -0.843  0.23
C 0.950 -0.716 -0.928  0.11
H 0.293 -2.644 -1.897  0.01
H -0.257 -1.185 -2.659  0.02
H -1.198 -2.178 0.138  0.05
H -2.144 -2.224 -1.395  0.04
H 0.255 0.103 -0.670  0.01
H 1.466 -0.989 -0.016  0.02
H -1.780 -0.748 -0.716  0.04
H 1.636 -0.220 -1.621  0.02

The calculation puts the HOMO-LUMO gap (spin up / spin down) at 2.7 / 12.0 eV. The multiplicity is 2. The calculation puts the energy above the lowest of the compared OMol25 structures with the same formula, charge and spin at 0.487 eV. As for the total charge: -1. The expectation value of S² is 0.750. The value obtained for the maximum force is 2.05 eV/A.



5.
A cluster of 2 separate species, CH3PS in total in a non-equilibrium geometry. Source: the Open Molecules 2025 dataset; level of theory: the ωB97M-V functional and the def2-TZVPD basis.

Last column: natural (NBO) charge in e.
Positions of all 6 atoms, in Å:
C 1.175 -0.128 0.054  -0.53
P -1.858 0.934 0.417  0.34
S -2.698 -0.463 -0.613  -0.33
H 1.328 -0.578 1.019  0.17
H 0.382 -0.529 -0.565  0.17
H 1.671 0.764 -0.311  0.17

The calculation puts the HOMO-LUMO gap (spin up / spin down) at 7.4 / 6.0 eV. The multiplicity is 1. The calculation puts the energy above the lowest of the compared OMol25 structures with the same formula, charge and spin at 2.390 eV. As for the total charge: 0. The value obtained for the maximum force is 1.35 eV/A.